Arrangement P

ORCA calculation (wB97M-V/def2-TZVPD) on a cluster of 5 separate species, C9H28O5 in total.

The geometry in ORCA input format:
```
! wB97M-V def2-TZVPD RIJCOSX def2/J DEFGRID3
* xyz 0 1
C -2.750 -1.190 -0.924
C -3.350 -2.594 -0.499
C -4.429 -3.129 -1.512
O -2.376 -3.619 -0.328
H -3.570 -0.479 -1.024
H -2.249 -1.150 -1.891
H -2.106 -0.939 -0.081
H -3.811 -2.480 0.483
H -3.995 -3.205 -2.510
H -5.490 -2.886 -1.473
H -4.445 -4.185 -1.242
H -2.066 -4.003 -1.152
C -7.991 3.928 -4.113
C -7.056 2.766 -4.432
C -7.090 2.202 -5.819
O -5.735 3.181 -4.181
H -7.695 4.439 -3.197
H -9.012 3.656 -3.842
H -8.048 4.572 -4.991
H -7.141 2.040 -3.624
H -6.787 1.155 -5.826
H -6.481 2.713 -6.565
H -8.090 2.230 -6.250
H -5.059 2.551 -4.442
C -2.207 2.767 5.406
C -0.900 3.607 4.969
C 0.299 3.371 5.836
O -0.492 3.329 3.657
H -2.061 1.704 5.216
H -3.137 3.072 4.926
H -2.449 2.918 6.458
H -1.179 4.661 4.968
H 0.734 2.405 5.581
H 0.096 3.444 6.905
H 1.122 4.024 5.542
H 0.248 2.718 3.671
O -5.381 9.055 -2.688
H -5.079 8.401 -2.057
H -5.260 9.893 -2.241
O -2.968 5.543 -0.076
H -3.549 4.799 -0.235
H -2.272 5.190 0.478
*
```

HOMO energy ... -9.95 eV
Structure (SMILES) ... CC(C)O.CC(C)O.CC(C)O.O.O

Arrangement Q

ORCA calculation (wB97M-V/def2-TZVPD) on a cluster of 5 separate species, C9H28O5 in total.

The geometry in ORCA input format:
```
! wB97M-V def2-TZVPD RIJCOSX def2/J DEFGRID3
* xyz 0 1
C 9.104 0.592 -31.072
O 7.991 0.370 -30.235
H 9.900 0.947 -30.418
H 9.459 -0.305 -31.580
H 8.890 1.349 -31.826
H 7.901 -0.584 -30.286
C 7.389 2.383 -34.181
O 7.109 3.539 -33.420
H 6.548 2.266 -34.865
H 8.293 2.592 -34.754
H 7.433 1.563 -33.464
H 7.955 3.750 -33.020
C 4.226 3.656 -35.309
O 4.408 3.971 -33.888
H 3.323 4.059 -35.769
H 5.000 4.010 -35.989
H 4.263 2.571 -35.401
H 5.332 3.788 -33.700
C 2.579 0.576 -32.591
C 3.861 -0.066 -33.080
C 4.750 -0.603 -31.958
O 3.532 -1.037 -34.049
H 1.802 -0.161 -32.384
H 2.263 1.237 -33.398
H 2.715 1.123 -31.659
H 4.463 0.683 -33.594
H 4.169 -1.326 -31.386
H 5.116 0.083 -31.193
H 5.641 -1.126 -32.305
H 3.126 -1.800 -33.630
C 11.370 5.659 -31.452
C 10.123 4.801 -31.459
C 8.995 5.332 -30.611
O 9.697 4.582 -32.755
H 12.122 5.200 -32.093
H 11.585 5.730 -30.386
H 11.039 6.648 -31.767
H 10.410 3.796 -31.152
H 9.480 5.768 -29.737
H 8.308 4.547 -30.294
H 8.407 6.136 -31.052
H 10.401 4.239 -33.310
*
```

HOMO energy ... -9.65 eV
Structure (SMILES) ... CC(C)O.CC(C)O.CO.CO.CO

Of them, the most stable is arrangement P and the least stable is arrangement Q.

Arrangement P

ORCA calculation (wB97M-V/def2-TZVPD) on the molecule C21H29N3OS2.

The geometry in ORCA input format:
```
! wB97M-V def2-TZVPD RIJCOSX def2/J DEFGRID3
* xyz 0 1
C 3.197 1.372 -4.297
H 4.141 0.830 -4.186
O 2.255 0.960 -3.339
C 1.945 -0.361 -3.259
C 2.305 -1.320 -4.195
C 1.864 -2.628 -4.071
C 1.054 -2.997 -3.015
C 0.711 -2.056 -2.060
C 1.162 -0.749 -2.154
N 0.799 0.192 -1.185
C 1.681 0.987 -0.527
N 1.130 2.008 0.182
C -0.260 2.380 0.043
H -0.558 2.234 -0.999
H -0.336 3.447 0.274
C -1.225 1.617 0.969
N -1.418 0.239 0.534
C -1.119 -0.765 1.545
C -2.272 -1.147 2.482
C -3.093 -2.314 1.938
H -3.777 -2.664 2.714
C -3.912 -1.967 0.697
C -3.103 -1.364 -0.453
H -3.737 -1.358 -1.342
H -2.236 -1.984 -0.680
C -2.675 0.079 -0.192
H -3.500 0.589 0.334
H -2.544 0.592 -1.152
H -4.703 -1.264 0.972
H -4.397 -2.879 0.342
H -2.414 -3.138 1.704
H -1.851 -1.441 3.446
H -2.912 -0.280 2.655
H -0.274 -0.387 2.125
H -0.767 -1.669 1.037
H -0.823 1.637 1.983
H -2.179 2.162 0.984
C 1.920 2.717 1.168
C 1.692 2.173 2.541
C 1.998 0.928 2.997
C 1.594 0.713 4.334
C 0.986 1.797 4.877
S 0.889 3.107 3.765
H 0.589 1.919 5.865
H 1.756 -0.208 4.866
H 2.506 0.197 2.393
H 1.675 3.782 1.134
H 2.972 2.579 0.888
S 3.313 0.709 -0.545
H -0.112 0.075 -0.726
H 0.100 -2.334 -1.213
H 0.700 -4.012 -2.924
H 2.154 -3.356 -4.814
H 2.922 -1.052 -5.038
H 2.817 1.246 -5.317
H 3.368 2.430 -4.105
*
```

HOMO energy ... -7.64 eV
Structure (SMILES) ... COc1ccccc1NC(=S)N(CCN1CCCCCC1)Cc1cccs1

Arrangement Q

ORCA calculation (wB97M-V/def2-TZVPD) on the molecule C21H29N3OS2.

The geometry in ORCA input format:
```
! wB97M-V def2-TZVPD RIJCOSX def2/J DEFGRID3
* xyz 0 1
C -1.622 -2.931 -2.531
H -0.664 -3.292 -2.165
H -1.531 -2.712 -3.593
H -2.359 -3.718 -2.399
C -2.025 -1.671 -1.763
C -2.132 -1.951 -0.290
C -3.150 -2.771 0.180
C -3.261 -3.089 1.521
C -2.342 -2.587 2.426
C -1.330 -1.759 1.981
C -1.223 -1.436 0.634
N -0.198 -0.527 0.253
C 0.998 -0.932 -0.216
N 1.920 0.038 -0.468
C 1.880 1.332 0.179
H 2.884 1.541 0.567
C 1.488 2.489 -0.748
H 2.181 2.523 -1.591
H 1.611 3.420 -0.193
C 0.074 2.399 -1.323
N -0.960 2.146 -0.325
C -1.055 3.169 0.709
C -2.112 2.738 1.729
O -3.373 2.575 1.128
C -3.305 1.616 0.099
C -2.269 2.007 -0.955
H -2.219 1.231 -1.720
H -2.576 2.953 -1.431
H -4.301 1.571 -0.344
H -3.050 0.631 0.519
H -2.234 3.502 2.499
H -1.798 1.793 2.199
H -0.096 3.277 1.216
H -1.341 4.143 0.278
H -0.135 3.327 -1.882
H 0.034 1.567 -2.032
H 1.203 1.287 1.034
C 3.178 -0.310 -1.108
C 4.287 -0.512 -0.127
C 4.488 -1.566 0.708
C 5.625 -1.411 1.532
C 6.274 -0.240 1.317
S 5.509 0.705 0.101
H 7.159 0.136 1.790
H 5.946 -2.144 2.250
H 3.843 -2.426 0.723
H 3.440 0.489 -1.808
H 3.009 -1.239 -1.660
S 1.312 -2.541 -0.479
H -0.469 0.460 0.174
H -0.604 -1.356 2.673
H -2.414 -2.837 3.474
H -4.061 -3.731 1.859
H -3.869 -3.166 -0.523
H -1.276 -0.898 -1.943
H -2.991 -1.312 -2.133
*
```

HOMO energy ... -7.75 eV
Structure (SMILES) ... CCc1ccccc1NC(=S)N(CCCN1CCOCC1)Cc1cccs1

Of them, the most stable is arrangement Q and the least stable is arrangement P.

Arrangement P

ORCA calculation (wB97M-V/def2-TZVPD) on a structure of composition CH3IO3S.

The geometry in ORCA input format:
```
! wB97M-V def2-TZVPD RIJCOSX def2/J DEFGRID3
* xyz 0 1
C -1.340 0.447 -0.214
O 0.141 -2.004 0.438
O 0.000 0.278 -0.658
O 2.061 -0.105 1.056
S 0.909 -1.041 -0.283
I 3.181 1.066 -0.022
H -1.380 1.048 0.628
H -1.658 -0.466 0.034
H -1.913 0.777 -0.980
*
```

HOMO energy ... -9.17 eV

Arrangement Q

ORCA calculation (wB97M-V/def2-TZVPD) on a structure of composition CH3IO3S.

The geometry in ORCA input format:
```
! wB97M-V def2-TZVPD RIJCOSX def2/J DEFGRID3
* xyz 0 1
C -1.115 -0.355 -0.004
O 1.106 1.264 -1.043
O -1.128 1.006 0.253
O 1.596 -0.705 1.331
S 0.273 1.892 0.029
I 2.492 -0.870 -0.246
H -0.522 -0.992 0.604
H -0.667 -0.480 -0.952
H -2.036 -0.760 0.029
*
```

HOMO energy (alpha / beta) ... -8.94 / -9.25 eV

Of them, the most stable is arrangement P and the least stable is arrangement Q.